(1)
{
  "formula": "C4H6OS",
  "method": "ωB97M-V/def2-TZVPD",
  "smiles": "CCC(=O)C=S",
  "e_tot_ha": -629.38621,
  "total_charge": 0,
  "de_lowest_ev": 1.659,
  "homo_energy_ev": -9.05,
  "spin_multiplicity": 1,
  "e_lumo_ev": -1.429,
  "elements": ["C", "C", "C", "C", "H", "H", "H", "H", "H", "H", "O", "S"],
  "positions_angstrom": [[0.0576, 1.4562, -0.3878], [0.6736, 0.3275, 0.5286], [0.5356, -1.1030, 0.0370], [-0.9200, -1.6005, -0.0911], [-0.9968, 1.7452, -0.0843], [0.0119, 1.0979, -1.3905], [0.6499, 2.3566, -0.3461], [0.2797, 0.4247, 1.5635], [1.7518, 0.4611, 0.5757], [-1.1777, -2.6770, -0.2356], [1.3884, -1.9013, -0.2149], [-2.2540, -0.5873, 0.0455]],
  "nbo_charge": [-0.602, -0.519, 0.525, -0.344, 0.228, 0.208, 0.213, 0.241, 0.231, 0.225, -0.485, 0.077]
}



(2)
{
  "formula": "C8H13Cl2Mg2O6",
  "method": "ωB97M-V/def2-TZVPD",
  "e_tot_ha": -2084.69914,
  "total_charge": 1,
  "de_lowest_ev": 1.125,
  "homo_energy_ev": -12.57,
  "spin_multiplicity": 1,
  "e_lumo_ev": -5.131,
  "elements": ["Mg", "Mg", "C", "C", "O", "O", "H", "H", "H", "C", "C", "O", "O", "H", "H", "H", "C", "C", "O", "O", "H", "H", "H", "Cl", "C", "C", "Cl", "H", "H", "H", "H"],
  "positions_angstrom": [[-1.1023, 1.8239, -0.7891], [-2.5928, -0.7989, -2.1591], [0.3665, -1.9133, 0.3632], [-0.2702, -1.1702, -0.7795], [-0.1318, 0.0795, -0.8468], [-1.0453, -1.7995, -1.5695], [0.6483, -1.1881, 1.1241], [1.2691, -2.4856, 0.1510], [-0.3549, -2.6302, 0.7524], [-4.9892, 1.1185, 0.2502], [-4.0260, 0.3925, -0.6636], [-4.3928, -0.5736, -1.3786], [-2.7872, 0.7177, -0.7104], [-4.4887, 1.1739, 1.2128], [-5.9307, 0.5765, 0.2882], [-5.2527, 2.0909, -0.1638], [-0.6883, 4.6299, 1.8092], [-0.7870, 3.6099, 0.7195], [-1.8490, 3.4921, 0.0233], [0.1198, 2.7609, 0.4381], [-1.5195, 4.5304, 2.4998], [-0.6186, 5.6116, 1.3474], [0.2272, 4.4310, 2.3667], [6.5016, -2.1996, -1.7907], [5.7691, -3.2215, -0.5480], [4.3051, -2.9527, -0.2880], [3.3439, -3.1582, -1.7740], [6.3105, -3.1375, 0.3958], [5.9215, -4.2509, -0.8693], [4.1038, -1.9490, 0.0866], [3.9407, -3.6103, 0.5021]],
  "nbo_charge": [1.808, 1.807, -0.741, 0.859, -0.862, -0.897, 0.246, 0.273, 0.247, -0.726, 0.835, -0.797, -0.968, 0.258, 0.259, 0.272, -0.723, 0.790, -0.861, -0.835, 0.249, 0.257, 0.244, -0.032, -0.405, -0.389, -0.066, 0.229, 0.226, 0.218, 0.223]
}



(3)
{
  "formula": "C8H14F3IN5O4S",
  "method": "ωB97M-V/def2-TZVPD",
  "e_tot_ha": -1883.06478,
  "total_charge": -1,
  "homo_energy_ev": -1.30,
  "spin_multiplicity": 1,
  "e_lumo_ev": 0.571,
  "elements": ["C", "C", "C", "I", "C", "N", "C", "N", "S", "O", "O", "C", "F", "F", "F", "N", "N", "N", "H", "H", "H", "H", "H", "H", "H", "H", "H", "H", "O", "C", "C", "O", "H", "H", "H", "H"],
  "positions_angstrom": [[5.4421, 0.2881, 1.0376], [4.9105, 0.6696, -0.4441], [3.8458, -0.3843, -0.9732], [3.4460, 0.1130, -3.1078], [2.4615, -0.3547, -0.2483], [1.5739, 0.7035, 0.1100], [0.4417, 0.0094, 0.7091], [-0.7005, 0.5868, 1.1754], [-1.0324, 2.2805, 1.1649], [0.1719, 3.1542, 1.2821], [-1.8919, 2.5316, 2.3788], [-2.0467, 2.6323, -0.3769], [-1.2045, 2.9405, -1.4454], [-2.7642, 1.4581, -0.6398], [-2.9445, 3.6620, -0.0689], [0.7202, -1.4011, 0.7197], [-0.2308, -2.2538, 1.2850], [1.9337, -1.6494, 0.1428], [5.4423, 1.2256, 1.6717], [6.5105, -0.1038, 0.9461], [4.7744, -0.5395, 1.4286], [4.5897, 1.7559, -0.5355], [5.8292, 0.5647, -1.1290], [4.2504, -1.4496, -0.8593], [-1.4459, -0.0153, 1.5674], [-1.0418, -2.2623, 0.6404], [0.0989, -3.2335, 1.2835], [2.3623, -2.5670, 0.0307], [-4.3167, -1.9650, 0.0551], [-5.3021, -1.8340, -0.8277], [-5.5760, -0.2565, -1.1090], [-6.5675, -0.1242, -1.9745], [-6.2848, -2.2562, -0.5481], [-5.1422, -2.2830, -1.8262], [-4.5941, 0.1578, -1.4047], [-5.7184, 0.1998, -0.1106]],
  "nbo_charge": [-0.626, -0.428, -0.362, -0.077, 0.284, -0.452, 0.502, -0.833, 2.077, -0.832, -0.868, 0.774, -0.293, -0.288, -0.289, -0.071, -0.633, -0.451, 0.223, 0.204, 0.208, 0.236, 0.208, 0.219, 0.480, 0.387, 0.375, 0.426, -0.767, -0.023, -0.018, -0.714, 0.110, 0.111, 0.101, 0.102]
}



(4)
{
  "formula": "C6H10N2O4",
  "method": "ωB97M-V/def2-TZVPD",
  "e_tot_ha": -644.98379,
  "total_charge": 0,
  "de_lowest_ev": 3.827,
  "homo_energy_ev": -8.45,
  "spin_multiplicity": 1,
  "e_lumo_ev": 0.422,
  "elements": ["C", "C", "C", "C", "C", "C", "N", "N", "O", "O", "O", "O", "H", "H", "H", "H", "H", "H", "H", "H", "H", "H"],
  "positions_angstrom": [[1.5940, 1.5033, -0.6143], [1.2268, 0.3753, -1.3270], [1.4461, 1.3499, 0.8530], [1.1279, -0.1018, 1.2141], [0.1208, -0.6143, 0.0581], [-1.2332, 0.0760, 0.1928], [-1.0414, 1.4366, 0.5755], [0.0475, -1.9948, -0.1660], [1.2461, 0.1423, -2.6313], [1.6582, 2.1335, 1.7526], [2.1271, 2.6327, -1.2528], [0.5737, -0.1927, 2.4948], [2.1257, -0.6458, 1.4177], [-1.9813, -0.1070, -0.5868], [-1.6514, -0.4902, 1.0933], [-1.2526, 2.0828, -0.2086], [-1.5671, 1.8871, 1.3490], [0.8828, -2.4755, 0.1253], [1.7708, -0.7054, -2.7282], [-0.8068, -2.4319, 0.0288], [1.7021, 2.5017, -2.1474], [0.3511, 0.6726, 2.8970]],
  "nbo_charge": [0.063, 0.244, 0.542, -0.030, 0.207, -0.282, -0.843, -0.855, -0.694, -0.574, -0.663, -0.740, 0.215, 0.205, 0.208, 0.372, 0.388, 0.382, 0.503, 0.379, 0.479, 0.493]
}



| no. | orbital gap (eV) |
| --- | --- |
| 1 | 7.617 |
| 2 | 7.443 |
| 3 | 1.866 |
| 4 | 8.868 |